Molecular formula: C42H62BF27N3O18P
Method: DFT, ωB97M-V with the def2-TZVPD basis set

Last columns: bonded neighbours and bond lengths (Å).
Atoms and positions in Å:
1 H 2.446 -1.514 1.114  N2 1.023
2 N 2.375 -0.713 1.746  H1 1.023, C3 1.261
3 C 1.817 0.268 1.182  N2 1.261, C4 1.507, H13 1.095
4 C 1.262 0.365 -0.215  C3 1.507, B5 1.580, H14 1.099, H15 1.095
5 B -0.317 0.415 -0.206  C4 1.580, C6 1.553, P11 1.924
6 C -1.193 -0.684 0.455  B5 1.553, C7 1.551, H16 1.101, H17 1.096
7 C -2.265 -1.303 -0.479  C6 1.551, C8 1.527, H18 1.092, H19 1.094
8 C -3.589 -1.558 0.238  C7 1.527, C9 1.528, H20 1.093, H21 1.098
9 C -4.388 -0.307 0.603  C8 1.528, N10 1.471, H22 1.094, H23 1.095
10 N -4.719 0.501 -0.581  C9 1.471, H24 1.011, H25 1.013
11 P -1.149 2.012 -0.884  B5 1.924, N12 1.586, H26 1.408, H27 1.411
12 N -1.291 3.045 0.310  P11 1.586, H28 1.013
13 H 1.703 1.175 1.784  C3 1.095
14 H 1.544 -0.538 -0.775  C4 1.099
15 H 1.703 1.236 -0.710  C4 1.095
16 H -1.710 -0.239 1.319  C6 1.101
17 H -0.548 -1.468 0.868  C6 1.096
18 H -1.886 -2.257 -0.851  C7 1.092
19 H -2.457 -0.684 -1.360  C7 1.094
20 H -4.218 -2.210 -0.374  C8 1.093
21 H -3.374 -2.109 1.163  C8 1.098
22 H -5.304 -0.633 1.104  C9 1.094
23 H -3.841 0.290 1.340  C9 1.095
24 H -5.724 0.540 -0.683  N10 1.011
25 H -4.419 1.459 -0.450  N10 1.013
26 H -2.360 1.698 -1.531  P11 1.408
27 H -0.399 2.506 -1.972  P11 1.411
28 H -0.957 2.705 1.205  N12 1.013
29 C 0.030 -4.477 2.489  C30 1.511, H38 1.090, H39 1.090, H40 1.089
30 C -0.678 -5.767 2.831  C29 1.511, O31 1.453, H41 1.087, H42 1.089
31 O -2.051 -5.521 3.240  C30 1.453, C32 1.319
32 C -2.909 -5.279 2.268  O31 1.319, O33 1.196, C34 1.553
33 O -2.707 -5.277 1.089  C32 1.196
34 C -4.312 -4.984 2.866  C32 1.553, F35 1.336, F36 1.340, F37 1.329
35 F -4.233 -4.084 3.850  C34 1.336
36 F -4.855 -6.105 3.359  C34 1.340
37 F -5.111 -4.504 1.919  C34 1.329
38 H 0.002 -3.787 3.333  C29 1.090
39 H 1.073 -4.693 2.256  C29 1.090
40 H -0.425 -3.999 1.622  C29 1.089
41 H -0.237 -6.256 3.696  C30 1.087
42 H -0.690 -6.462 1.992  C30 1.089
43 C 6.019 -0.164 -0.213  C44 1.506, H52 1.089, H53 1.090, H54 1.088
44 C 5.150 1.030 -0.504  C43 1.506, O45 1.451, H55 1.087, H56 1.090
45 O 5.419 1.589 -1.816  C44 1.451, C46 1.319
46 C 4.884 0.939 -2.831  O45 1.319, O47 1.197, C48 1.552
47 O 4.170 -0.021 -2.796  C46 1.197
48 C 5.266 1.640 -4.161  C46 1.552, F49 1.336, F50 1.343, F51 1.327
49 F 6.579 1.873 -4.232  C48 1.336
50 F 4.627 2.818 -4.246  C48 1.343
51 F 4.910 0.893 -5.199  C48 1.327
52 H 7.074 0.095 -0.288  C43 1.089
53 H 5.815 -0.509 0.801  C43 1.090
54 H 5.817 -0.981 -0.903  C43 1.088
55 H 5.355 1.850 0.180  C44 1.087
56 H 4.089 0.786 -0.452  C44 1.090
57 C -10.899 -2.852 -0.717  C58 1.510, H66 1.090, H67 1.089, H68 1.089
58 C -10.353 -2.566 0.661  C57 1.510, O59 1.453, H69 1.087, H70 1.089
59 O -9.422 -1.450 0.637  C58 1.453, C60 1.318
60 C -9.939 -0.239 0.582  O59 1.318, O61 1.194, C62 1.552
61 O -11.090 0.084 0.577  C60 1.194
62 C -8.781 0.794 0.582  C60 1.552, F63 1.344, F64 1.340, F65 1.324
63 F -7.865 0.476 -0.348  C62 1.344
64 F -8.171 0.788 1.776  C62 1.340
65 F -9.225 2.017 0.335  C62 1.324
66 H -10.084 -3.034 -1.419  C57 1.090
67 H -11.529 -3.739 -0.680  C57 1.089
68 H -11.498 -2.017 -1.079  C57 1.089
69 H -9.749 -3.386 1.040  C58 1.087
70 H -11.143 -2.345 1.378  C58 1.089
71 C -7.647 -8.474 0.910  C72 1.510, H80 1.090, H81 1.090, H82 1.089
72 C -7.975 -7.198 1.647  C71 1.510, O73 1.454, H83 1.087, H84 1.089
73 O -9.245 -6.643 1.206  C72 1.454, C74 1.321
74 C -10.332 -7.218 1.689  O73 1.321, O75 1.194, C76 1.552
75 O -10.408 -8.124 2.463  C74 1.194
76 C -11.584 -6.486 1.135  C74 1.552, F77 1.338, F78 1.346, F79 1.323
77 F -11.524 -6.353 -0.195  C76 1.338
78 F -11.634 -5.253 1.670  C76 1.346
79 F -12.693 -7.134 1.452  C76 1.323
80 H -7.631 -8.302 -0.166  C71 1.090
81 H -6.660 -8.818 1.218  C71 1.090
82 H -8.370 -9.256 1.136  C71 1.089
83 H -7.261 -6.408 1.430  C72 1.087
84 H -8.026 -7.349 2.725  C72 1.089
85 C 1.578 5.806 -3.649  C86 1.512, H94 1.090, H95 1.090, H96 1.088
86 C 0.092 6.038 -3.806  C85 1.512, O87 1.453, H97 1.087, H98 1.089
87 O -0.309 6.044 -5.202  C86 1.453, C88 1.323
88 C -0.375 4.858 -5.786  O87 1.323, O89 1.194, C90 1.551
89 O -0.144 3.790 -5.305  C88 1.194
90 C -0.854 5.029 -7.251  C88 1.551, F91 1.337, F92 1.345, F93 1.324
91 F -0.148 5.971 -7.885  C90 1.337
92 F -2.144 5.410 -7.251  C90 1.345
93 F -0.748 3.889 -7.916  C90 1.324
94 H 2.142 6.564 -4.192  C85 1.090
95 H 1.835 5.874 -2.592  C85 1.090
96 H 1.867 4.822 -4.012  C85 1.088
97 H -0.187 7.024 -3.441  C86 1.087
98 H -0.498 5.287 -3.282  C86 1.089
99 C 3.410 2.341 5.867  C100 1.509, H108 1.090, H109 1.090, H110 1.089
100 C 2.977 2.610 4.446  C99 1.509, O101 1.456, H111 1.087, H112 1.090
101 O 3.952 3.430 3.741  C100 1.456, C102 1.316
102 C 5.027 2.800 3.316  O101 1.316, O103 1.197, C104 1.553
103 O 5.289 1.636 3.408  C102 1.197
104 C 5.974 3.779 2.568  C102 1.553, F105 1.328, F106 1.345, F107 1.337
105 F 6.210 4.886 3.263  C104 1.328
106 F 5.424 4.132 1.393  C104 1.345
107 F 7.140 3.162 2.349  C104 1.337
108 H 3.572 3.277 6.401  C99 1.090
109 H 2.623 1.785 6.377  C99 1.090
110 H 4.322 1.748 5.895  C99 1.089
111 H 2.067 3.202 4.400  C100 1.087
112 H 2.839 1.686 3.884  C100 1.090
113 C 8.821 0.509 3.806  C114 1.508, H122 1.090, H123 1.090, H124 1.089
114 C 8.338 -0.744 3.118  C113 1.508, O115 1.457, H125 1.086, H126 1.090
115 O 8.930 -1.946 3.687  C114 1.457, C116 1.317
116 C 8.437 -2.357 4.837  O115 1.317, O117 1.195, C118 1.553
117 O 7.547 -1.886 5.480  C116 1.195
118 C 9.176 -3.650 5.276  C116 1.553, F119 1.337, F120 1.348, F121 1.326
119 F 10.503 -3.510 5.205  C118 1.337
120 F 8.828 -4.667 4.462  C118 1.348
121 F 8.850 -3.983 6.517  C118 1.326
122 H 9.909 0.579 3.782  C113 1.090
123 H 8.401 1.367 3.282  C113 1.090
124 H 8.491 0.537 4.843  C113 1.089
125 H 8.643 -0.787 2.076  C114 1.086
126 H 7.253 -0.834 3.172  C114 1.090
127 C -3.131 8.630 -7.214  C128 1.509, H136 1.090, H137 1.088, H138 1.089
128 C -2.763 8.748 -5.755  C127 1.509, O129 1.452, H139 1.088, H140 1.090
129 O -2.546 10.130 -5.364  C128 1.452, C130 1.320
130 C -3.632 10.852 -5.159  O129 1.320, O131 1.195, C132 1.552
131 O -4.773 10.504 -5.228  C130 1.195
132 C -3.227 12.293 -4.750  C130 1.552, F133 1.337, F134 1.342, F135 1.328
133 F -2.319 12.802 -5.590  C132 1.337
134 F -2.693 12.281 -3.518  C132 1.342
135 F -4.288 13.090 -4.741  C132 1.328
136 H -2.361 9.082 -7.839  C127 1.090
137 H -3.212 7.576 -7.471  C127 1.088
138 H -4.086 9.111 -7.425  C127 1.089
139 H -1.811 8.267 -5.545  C128 1.088
140 H -3.528 8.323 -5.105  C128 1.090
141 C 8.011 -5.464 1.358  C142 1.510, H150 1.090, H151 1.089, H152 1.089
142 C 9.431 -4.976 1.194  C141 1.510, O143 1.456, H153 1.087, H154 1.089
143 O 9.673 -4.509 -0.163  C142 1.456, C144 1.315
144 C 9.212 -3.310 -0.449  O143 1.315, O145 1.198, C146 1.552
145 O 8.645 -2.549 0.282  C144 1.198
146 C 9.537 -2.949 -1.922  C144 1.552, F147 1.335, F148 1.339, F149 1.331
147 F 9.180 -3.931 -2.754  C146 1.335
148 F 10.852 -2.737 -2.058  C146 1.339
149 F 8.892 -1.839 -2.275  C146 1.331
150 H 7.790 -6.249 0.635  C141 1.090
151 H 7.892 -5.871 2.361  C141 1.089
152 H 7.299 -4.650 1.231  C141 1.089
153 H 10.153 -5.779 1.319  C142 1.087
154 H 9.668 -4.168 1.885  C142 1.089

- Kohn-Sham gap (eV) = 8.483
- molar mass (g/mol) = 1451.69
- SMILES string = [H]/N=C\CB(CCCCN)[PH2]=N.CCOC(=O)C(F)(F)F.CCOC(=O)C(F)(F)F.CCOC(=O)C(F)(F)F.CCOC(=O)C(F)(F)F.CCOC(=O)C(F)(F)F.CCOC(=O)C(F)(F)F.CCOC(=O)C(F)(F)F.CCOC(=O)C(F)(F)F.CCOC(=O)C(F)(F)F
- total charge = 0

Mulliken atomic charge list, values in e, 4 entries: number 1, H, carries 0.30; number 2, N, carries -0.61; number 3, C, carries -0.18; number 4, C, carries -0.22